Record 1
The following is a DFT calculation (ωB97M-V/def2-TZVPD) of a single C4H7NS molecule in a non-equilibrium geometry.

SMILES = C[C@@H]1CC(=S)N1
HOMO energy = -0.3028 Ha

Geometry (Å):
H  0.85558  -0.09036  -1.46856
H  2.21772  0.59240  0.45655
H  1.14328  -0.25359  1.56070
H  -0.81994  1.73978  -0.98273
N  -0.72823  -0.98502  -0.31007
C  -1.64923  -0.05201  -0.05090
H  2.06716  -1.20369  0.37514
S  -3.25458  -0.14321  0.19976
C  1.54293  -0.25284  0.54790
H  -0.41972  1.62771  0.74429
H  -0.78794  -1.97836  -0.46879
C  0.43246  -0.05369  -0.43827
C  -0.59949  1.05288  -0.16502

Record 2
The following is a DFT calculation (ωB97M-V/def2-TZVPD) of a single C4H7NS molecule in a non-equilibrium geometry.

SMILES = N[C@H]1C=CSC1
HOMO energy = -0.2873 Ha

Geometry (Å):
N  -1.66477  -0.09349  -0.94901
H  -1.48550  -1.15161  -1.28705
C  -0.36948  -0.04967  1.18541
H  -1.84507  0.44755  -1.80357
H  -0.42974  1.50280  -0.31821
C  0.81914  -0.33562  1.78366
H  -1.22617  0.17527  1.72976
C  0.99083  0.10159  -0.73782
H  1.30798  0.81695  -1.60272
H  1.01244  -0.67945  2.82985
H  1.19818  -0.92414  -1.24685
C  -0.41874  0.36205  -0.18978
S  2.11089  -0.17224  0.60632

Record 3
The following is a DFT calculation (ωB97M-V/def2-TZVPD) of a molecular structure, C4H7NiO7S.

2S+1 = 3
Net charge = -1
HOMO energy (spin up / spin down) = -0.2241 / -0.2220 Ha

Geometry (Å):
O  -2.73434  0.39887  -1.94148
H  2.43540  0.41096  1.38936
H  0.26381  0.20718  -1.27287
H  0.92891  -2.81129  0.01906
H  2.19224  -2.24048  1.11242
O  0.45889  -1.30062  2.69524
C  0.86808  -0.70174  0.42182
O  -0.02382  -0.52729  -0.71399
C  1.79592  0.50221  0.51188
O  -1.31010  2.11266  -1.19199
O  -3.40178  1.76413  -0.14500
Ni  -1.76183  0.38028  -0.09052
O  -1.14083  -0.14525  1.64139
S  -2.77603  1.84991  -1.50878
H  1.22141  1.42676  0.59529
C  1.62612  -1.99645  0.21599
C  0.00167  -0.74257  1.70988
H  2.42939  0.55456  -0.37802
O  -3.37606  2.76343  -2.43343
H  2.30294  -1.90525  -0.63628

Record 4
The following is a DFT calculation (ωB97M-V/def2-TZVPD) of a gas-phase ion, C4H7O2 (charge -1) in a non-equilibrium geometry.

SMILES = [O-]/C=C\CCO
Net charge = -1
HOMO energy = -0.0907 Ha

Geometry (Å):
C  -1.44491  0.22679  0.11829
O  -1.35167  0.01196  -1.28539
H  1.30606  -0.98076  1.96277
H  -0.41759  0.36663  -1.40192
H  -2.47422  0.26003  0.45708
O  1.23717  0.85258  -0.86379
H  -0.79835  -1.75697  0.38974
C  0.85699  -0.54599  1.07143
H  -1.08527  -0.90494  1.91698
H  2.66348  -0.07674  0.22316
H  -0.95926  1.18649  0.35184
C  1.57375  0.17742  0.16882
C  -0.62780  -0.81647  0.91576

Record 5
The following is a DFT calculation (ωB97M-V/def2-TZVPD) of a gas-phase ion, C4H7O2 (charge -1).

SMILES = CCCC(=O)[O-]
Net charge = -1
HOMO energy = -0.1407 Ha

Geometry (Å):
O  -1.74538  -0.46858  -1.41414
O  -1.25956  -0.38515  0.78982
C  1.45158  1.03817  1.37422
C  -0.98552  -0.31241  -0.43307
H  1.75443  1.98282  0.90140
H  0.45428  1.18981  -1.01776
C  1.48439  -0.09006  0.34255
H  1.29498  -1.05883  0.79251
H  0.75484  -0.43925  -1.69121
H  2.09473  0.80340  2.22884
H  2.48429  -0.07287  -0.08593
H  0.44065  1.19200  1.74740
C  0.47172  0.12190  -0.79531

Record 6
The following is a DFT calculation (ωB97M-V/def2-TZVPD) of 2 unconnected molecules or ions with the total composition C4H7O2 in a non-equilibrium geometry.

Net charge = +1
HOMO energy = -0.5308 Ha

Geometry (Å):
H  1.43138  1.46981  -0.80440
O  -0.13725  -0.51895  0.69472
C  -0.81056  -1.43836  0.26556
H  -1.97580  -2.34987  -1.24140
H  -0.77186  -2.38411  0.84609
C  -1.62713  -1.34573  -0.88091
H  -2.42964  -0.70314  -0.70165
C  2.12015  1.21152  0.97389
H  0.18486  1.27223  0.33299
H  -1.21137  -0.63755  -1.62030
C  1.20576  1.83168  0.21706
O  2.83778  0.65752  1.67432
H  1.18369  2.93495  0.24404

Record 7
The following is a DFT calculation (ωB97M-V/def2-TZVPD) of a molecular structure, C4H7O2Si in a non-equilibrium geometry.

Net charge = -1
HOMO energy = -0.1024 Ha

Geometry (Å):
C  -1.49705  -0.28114  0.01222
H  0.59341  0.53392  -2.09287
Si  0.56791  -1.36601  -0.59147
C  -2.35877  0.35396  0.76346
C  1.24113  0.38112  -1.22286
H  1.64211  -2.04040  0.09791
H  2.29628  0.39517  -1.35946
H  -3.22990  1.93406  1.86672
H  0.08022  -2.13455  -1.65926
H  1.15341  1.27394  -0.47437
H  -4.23936  0.37519  1.85357
O  -1.58433  -0.38469  -1.27075
C  -3.32127  0.90309  1.43700
O  -0.49340  -1.11058  0.60939

Record 8
The following is a DFT calculation (ωB97M-V/def2-TZVPD) of 2 unconnected molecules or ions with the total composition C4H7O3S in a non-equilibrium geometry.

Net charge = -1
HOMO energy = -0.1146 Ha

Geometry (Å):
H  0.31251  -1.12631  0.86801
H  1.13901  1.70710  1.68209
C  2.21670  -1.11989  1.42061
H  -1.59081  -0.06981  -3.03943
O  -2.77161  0.89348  -1.57353
C  0.75021  0.98089  0.99736
O  -0.41676  1.17291  -2.00669
H  1.05578  1.48093  0.00959
S  -2.32465  -0.45497  -0.67264
O  -3.10052  -1.67859  -1.01212
C  -1.47827  0.55723  -2.07650
C  1.12221  -0.47527  1.11453
H  -0.40067  0.93959  1.06519
H  3.17501  -0.67587  1.93904
H  2.31186  -2.13140  1.28448

Record 9
The following is a DFT calculation (ωB97M-V/def2-TZVPD) of a gas-phase ion, C4H7O4P (charge -2) in a non-equilibrium geometry.

SMILES = CC(C)([O-])[C@@H]1O[P@@]1(=O)[O-]
Net charge = -2
HOMO energy = 0.0131 Ha

Geometry (Å):
H  1.02854  -0.03684  2.32090
C  1.23473  -0.80771  -1.00176
H  1.08513  0.22981  -1.29577
O  0.53441  -2.09558  0.97546
C  0.44841  -0.92968  0.39454
C  1.03712  0.24471  1.21545
H  0.60700  -1.28356  -1.85759
H  2.26533  -1.00244  -1.04841
C  -1.09937  -0.31509  -0.17056
H  2.17800  0.32022  1.06934
O  -1.10875  0.58695  -1.36450
P  -2.02021  1.24371  -0.08959
H  -1.92669  -1.08023  -0.15407
O  -1.39423  2.53677  0.30997
H  0.62056  1.22704  1.03874
O  -3.48998  1.16191  -0.34217